i | DFT (ωB97M-V/def2-TZVPD) results for the molecule C3H7NOSi.

Calculated values
net charge = 0
SMILES = C[C@@H](C#N)O[SiH3]
gap between HOMO and LUMO = 10.7 eV
highest occupied orbital energy = -10.50 eV

XYZ file:
```
13
C3H7NOSi (ωB97M-V/def2-TZVPD)
C -0.898 -1.448 -0.073
C -0.835 -0.083 -0.600
C -1.302 1.056 0.045
N -1.696 1.897 0.746
O 0.842 0.319 -0.854
Si 1.806 0.823 0.321
H -1.674 -1.916 -0.626
H 0.028 -2.000 -0.224
H -1.100 -1.486 0.998
H -0.911 -0.055 -1.660
H 2.248 -0.468 0.928
H 0.890 1.560 1.362
H 2.603 1.803 -0.364
```

---

ii | DFT (ωB97M-V/def2-TZVPD) results for the molecule C3H7NOSi.

Calculated values
net charge = 0
SMILES = C=C/C=N/O[SiH3]
gap between HOMO and LUMO = 10.3 eV
highest occupied orbital energy = -9.38 eV

XYZ file:
```
13
C3H7NOSi (ωB97M-V/def2-TZVPD)
C -0.595 2.102 1.701
C -0.934 0.842 1.460
C -0.492 0.161 0.275
N -0.475 -1.086 0.350
O -0.159 -1.875 -0.688
Si 1.109 -1.688 -1.785
H -0.838 2.673 2.559
H 0.259 2.602 1.128
H -1.785 0.329 1.875
H -0.205 0.758 -0.645
H 0.778 -1.468 -3.163
H 1.757 -2.960 -1.718
H 1.580 -0.390 -1.348
```

---

Relative energies, hartree: i 0.0000; ii 0.0432.

---

i | DFT (ωB97M-V/def2-TZVPD) results for the molecule C4H4N2S2.

Calculated values
net charge = 0
SMILES = C1=CN2SC=N[C@@H]2S1
gap between HOMO and LUMO = 8.2 eV
highest occupied orbital energy = -8.01 eV

XYZ file:
```
12
C4H4N2S2 (ωB97M-V/def2-TZVPD)
C 0.111 1.914 -0.617
C 0.275 1.416 0.612
N -0.237 0.161 0.910
S 1.128 -1.021 1.374
C 0.514 -2.068 0.133
N -0.371 -1.689 -0.672
C -0.934 -0.431 -0.332
S -0.770 0.771 -1.663
H 0.442 2.778 -1.156
H 0.830 1.859 1.323
H 0.969 -3.119 -0.022
H -1.958 -0.570 0.111
```

---

ii | DFT (ωB97M-V/def2-TZVPD) results for the molecule C4H4N2S2.

Calculated values
net charge = 0
SMILES = S=c1cccnn1S
gap between HOMO and LUMO = 8.0 eV
highest occupied orbital energy = -8.33 eV

XYZ file:
```
12
C4H4N2S2 (ωB97M-V/def2-TZVPD)
S 2.539 1.423 -0.012
C 1.030 0.661 -0.109
C -0.233 1.334 -0.056
C -1.411 0.755 0.254
C -1.483 -0.725 0.012
N -0.353 -1.289 -0.152
N 0.815 -0.579 -0.141
S 2.370 -1.564 0.173
H -0.036 2.493 0.123
H -2.297 1.345 0.495
H -2.362 -1.358 -0.059
H 1.422 -2.496 -0.529
```

---

Relative energies, hartree: i 0.0000; ii 0.0412.

---

i | DFT (ωB97M-V/def2-TZVPD) results for a cluster of 2 separate species, C3H7F2N in total.

Calculated values
net charge = 0
gap between HOMO and LUMO (spin up / spin down) = 7.3 / 10.5 eV
highest occupied orbital energy (spin up / spin down) = -7.90 / -10.08 eV

XYZ file:
```
13
C3H7F2N (ωB97M-V/def2-TZVPD)
C -0.047 0.827 1.063
C -0.005 -0.123 -1.194
C -0.335 -0.351 0.267
N -2.845 -0.014 0.173
F -2.727 1.145 -0.532
F -3.064 -1.064 -0.817
H 0.738 1.378 0.538
H -0.975 1.301 1.211
H 0.312 0.462 1.959
H -0.502 0.901 -1.418
H -0.543 -0.789 -1.896
H 1.013 -0.307 -1.311
H -0.670 -1.226 0.801
```

---

ii | DFT (ωB97M-V/def2-TZVPD) results for a cluster of 2 separate species, C3H7F2N in total.

Calculated values
net charge = 0
gap between HOMO and LUMO (spin up / spin down) = 7.9 / 10.4 eV
highest occupied orbital energy (spin up / spin down) = -7.83 / -9.50 eV

XYZ file:
```
13
C3H7F2N (ωB97M-V/def2-TZVPD)
C 1.026 0.634 -1.746
C -0.117 -0.160 1.706
C 0.761 -0.764 -1.403
N -0.960 -0.220 0.585
F 0.306 -1.614 -2.286
F 1.549 -1.369 -0.503
H 0.999 1.209 -0.777
H 1.985 0.793 -2.199
H 0.245 0.978 -2.379
H 0.686 -0.884 1.727
H 0.515 0.695 1.739
H -0.639 -0.237 2.732
H -1.377 -1.135 0.407
```

---

Relative energies, hartree: i 0.1083; ii 0.0000.

---

i | DFT (ωB97M-V/def2-TZVPD) results for a structure of composition C5H12Cl.

Calculated values
net charge = 0
gap between HOMO and LUMO (spin up / spin down) = 10.6 / 6.8 eV
spin multiplicity = 2
highest occupied orbital energy (spin up / spin down) = -9.47 / -9.45 eV
<S²> = 0.754

XYZ file:
```
18
C5H12Cl (ωB97M-V/def2-TZVPD)
Cl 1.224 2.750 0.075
H -0.164 1.718 0.215
C -0.632 0.643 0.319
C -2.004 0.495 -0.270
C 0.451 -0.269 -0.324
C 0.163 -1.749 -0.159
C 1.765 0.144 0.327
H -0.684 0.447 1.393
H -2.733 1.141 0.224
H -2.064 0.685 -1.352
H -2.350 -0.529 -0.107
H 0.491 -0.025 -1.402
H 0.134 -2.020 0.903
H -0.773 -2.055 -0.631
H 0.963 -2.333 -0.624
H 1.742 -0.054 1.403
H 2.624 -0.293 -0.186
H 1.848 1.304 0.196
```

---

ii | DFT (ωB97M-V/def2-TZVPD) results for a cluster of 2 separate species, C5H12Cl in total.

Calculated values
net charge = 0
gap between HOMO and LUMO (spin up / spin down) = 9.4 / 11.1 eV
spin multiplicity = 2
highest occupied orbital energy (spin up / spin down) = -8.72 / -11.03 eV
<S²> = 0.753

XYZ file:
```
18
C5H12Cl (ωB97M-V/def2-TZVPD)
Cl 4.798 -1.038 2.592
H 4.078 -0.318 1.880
C 0.801 1.148 -1.601
C 0.318 -0.204 -1.137
C -0.926 0.016 -0.304
C -0.645 0.607 1.064
C -2.006 -1.064 -0.224
H 0.629 1.798 -0.724
H 1.837 1.294 -1.811
H 0.144 -0.973 -1.928
H 1.254 -0.475 -0.624
H -1.440 0.815 -0.888
H -0.132 -0.067 1.753
H -0.063 1.522 0.997
H -1.613 0.876 1.490
H -1.811 -1.908 0.451
H -2.872 -0.557 0.192
H -2.351 -1.468 -1.176
```

---

Relative energies, hartree: i 0.0034; ii 0.0000.

---

i | DFT (ωB97M-V/def2-TZVPD) results for the molecule FHN2O3.

Calculated values
net charge = 0
SMILES = [O-]/[N+](=N/F)OO
gap between HOMO and LUMO = 11.3 eV
highest occupied orbital energy = -11.15 eV

XYZ file:
```
7
FHN2O3 (ωB97M-V/def2-TZVPD)
O -2.385 1.257 -0.246
N -1.880 0.808 -1.223
N -2.020 1.192 -2.375
F -1.282 0.513 -3.286
O -0.939 -0.329 -1.025
O 0.138 0.173 -0.336
H -0.052 0.027 0.611
```

---

ii | DFT (ωB97M-V/def2-TZVPD) results for a structure of composition FHN2O3.

Calculated values
net charge = 0
gap between HOMO and LUMO = 9.0 eV
highest occupied orbital energy = -10.93 eV

XYZ file:
```
7
FHN2O3 (ωB97M-V/def2-TZVPD)
N -0.807 -0.557 0.781
N 0.075 0.135 -0.383
O 1.215 -0.486 -0.180
O -0.509 0.170 -1.414
O -1.921 -0.724 0.376
F 0.482 1.660 0.047
H 1.466 -0.197 0.773
```

---

Relative energies, hartree: i 0.0379; ii 0.0000.

---

i | DFT (ωB97M-V/def2-TZVPD) results for a cluster of 2 separate species, C2H5O2S in total.

Calculated values
net charge = -1
gap between HOMO and LUMO = 7.1 eV
highest occupied orbital energy = -3.07 eV

XYZ file:
```
10
C2H5O2S (ωB97M-V/def2-TZVPD)
C -1.752 0.421 -0.161
S -0.688 1.795 -0.732
H -2.661 0.779 0.329
H -1.213 -0.167 0.592
H -2.006 -0.288 -0.950
O 2.362 -1.863 0.622
C 1.862 -0.782 0.427
O 1.495 -0.322 -0.745
H 1.688 -0.076 1.256
H 0.913 0.503 -0.637
```

---

ii | DFT (ωB97M-V/def2-TZVPD) results for a cluster of 2 separate species, C2H5O2S in total.

Calculated values
net charge = -1
gap between HOMO and LUMO = 6.8 eV
highest occupied orbital energy = -2.76 eV

XYZ file:
```
10
C2H5O2S (ωB97M-V/def2-TZVPD)
C 0.402 -1.253 1.202
S -1.148 -1.618 0.411
H 0.189 -1.330 2.278
H 1.209 -1.953 0.976
H 0.846 -0.239 1.111
O -1.177 1.026 -1.160
C 0.003 1.587 -1.311
O 0.999 1.072 -1.761
H -0.093 2.628 -0.975
H -1.230 0.080 -0.770
```

---

Relative energies, hartree: i 0.0000; ii 0.0155.